# 1
# C2H2NO3S

A cluster of 2 separate species, C2H2NO3S in total in a non-equilibrium geometry (wB97M-V/def2-TZVPD, OMol25).

XYZ file:
```
9
Properties=species:S:1:pos:R:3:forces:R:3:mulliken_charge:R:1
C -0.55660 -1.54206 -0.08110 -0.01 -0.54 -1.56 0.635
C 0.24756 -0.40865 0.25162 -0.49 -0.65 -0.24 -0.446
N -2.23939 -0.13869 0.87588 -1.36 -0.22 -0.86 -0.548
O -0.99980 -2.28760 -0.91327 -0.26 0.05 0.48 -0.583
O -4.52914 0.60485 -0.00307 0.09 -0.02 -0.39 -0.511
O 0.14680 -1.65532 1.02553 0.72 -1.88 0.98 -0.402
S -3.21734 -0.05494 -0.24139 0.15 0.17 1.47 0.157
H 1.12567 -0.26595 -0.30934 1.27 0.50 -0.16 0.251
H -0.34760 0.20020 0.84208 -0.11 2.58 0.27 0.447
```
Forces are in eV/Å.

Summary:
Orbital gap   0.2919 Eh
Charge   -1
Calculated total energy   -20572.4060 eV
Energy relative to the best compared isomer or geometry (same formula, charge and spin)   74.0 kcal/mol

# 2
# C2H2NO3S2

A cluster of 3 separate species, C2H2NO3S2 in total in a non-equilibrium geometry (wB97M-V/def2-TZVPD, OMol25).

XYZ file:
```
10
Properties=species:S:1:pos:R:3:forces:R:3:mulliken_charge:R:1
C -0.05992 0.36776 -0.12001 -0.91 -2.87 1.10 0.463
C -0.74554 -0.94084 -0.22264 -0.14 -1.94 -1.56 0.095
N 0.40797 1.39443 -0.17176 1.72 1.91 -0.29 -0.457
O -1.14823 3.97663 1.42978 0.06 -0.01 0.97 -0.478
O -0.40665 -2.03733 0.22929 -0.41 2.68 -0.36 -0.502
O -1.34933 3.93564 -0.95651 -0.22 -1.45 1.29 -0.513
S -3.06505 0.48707 0.75013 0.02 0.02 -0.41 -0.675
S -1.36650 3.14042 0.28926 -0.32 2.22 -2.13 0.841
H -4.04727 0.38130 1.65189 0.09 -0.16 0.17 -0.040
H -1.41885 -0.83617 -1.13066 0.10 -0.39 1.23 0.267
```
Forces are in eV/Å.

Summary:
Orbital gap   0.2393 Eh
Charge   -1
Calculated total energy   -31408.9975 eV
Energy relative to the best compared isomer or geometry (same formula, charge and spin)   50.0 kcal/mol

# 3
# C2H2NO4

The ion C2H2NO4 with charge -1 in a non-equilibrium geometry (wB97M-V/def2-TZVPD, OMol25).

XYZ file:
```
9
Properties=species:S:1:pos:R:3:forces:R:3:mulliken_charge:R:1
C -1.55770 -0.68560 -0.62702 -0.49 0.92 0.49 0.096
C 1.70138 0.47048 0.59251 -0.13 0.79 0.04 0.682
N -0.62705 0.00123 -0.03389 4.85 0.59 2.00 -0.032
O 1.24836 1.60906 0.30341 0.73 -0.79 0.19 -0.755
O -2.52433 -0.09660 -1.09883 -0.60 -0.72 -0.71 -0.652
O 2.79318 0.04073 0.97684 -1.24 0.30 -0.45 -0.661
O 0.69487 -0.58527 0.47961 -2.33 -0.16 -0.96 -0.304
H -1.40273 -1.72996 -0.45974 -0.30 -1.33 -0.44 0.345
H -0.32598 0.97593 -0.13288 -0.51 0.40 -0.16 0.282
```
Forces are in eV/Å.

Summary:
Orbital gap   0.3445 Eh
Charge   -1
Calculated total energy   -11787.0600 eV
Energy relative to the best compared isomer or geometry (same formula, charge and spin)   52.1 kcal/mol
SMILES   O=CNOC(=O)[O-]

# 4
# C2H2NO4S2

A cluster of 3 separate species, C2H2NO4S2 in total in a non-equilibrium geometry (wB97M-V/def2-TZVPD, OMol25).

XYZ file:
```
11
Properties=species:S:1:pos:R:3:forces:R:3:mulliken_charge:R:1
C 2.80244 -0.26205 -0.04312 -0.05 0.58 0.17 0.779
C -1.39302 0.24209 -0.12746 1.75 -2.96 1.14 -0.010
N -1.77040 1.39837 0.35658 -1.48 1.06 -0.22 0.803
O 3.36184 0.17146 0.86745 0.51 0.10 0.87 -0.412
O -1.64750 1.83605 1.50775 0.30 -0.11 -0.51 -0.647
O 2.31971 -0.59577 -1.02923 -0.21 -0.69 -1.21 -0.356
O -2.53809 1.93179 -0.54016 0.36 0.53 0.69 -0.651
S -0.77072 -0.05475 -1.67677 0.00 1.01 -0.62 -0.131
S 0.25808 -1.04044 1.34894 -0.98 0.82 -0.25 -0.534
H -0.63729 -1.35429 -1.51749 -0.06 -0.62 0.08 0.108
H 0.01495 -2.27245 0.85351 -0.14 0.29 -0.13 0.052
```
Forces are in eV/Å.

Summary:
Orbital gap (alpha / beta)   0.2494 / 0.2494 Eh
Charge   -1
Calculated total energy   -33453.6333 eV
Energy relative to the best compared isomer or geometry (same formula, charge and spin)   105.6 kcal/mol

# 5
# C2H2NOPS

A structure of composition C2H2NOPS in a non-equilibrium geometry (wB97M-V/def2-TZVPD, OMol25).

XYZ file:
```
8
Properties=species:S:1:pos:R:3:forces:R:3:mulliken_charge:R:1
C 0.72888 0.62876 0.24790 -2.83 -2.71 1.85 -0.306
C 0.78156 -0.75148 -0.09700 1.47 2.43 0.91 -0.178
N -2.06171 -0.45505 -0.47795 1.82 -0.19 0.62 -0.355
O -0.40271 1.07981 0.98874 0.90 -0.79 -2.17 -0.359
P -0.50425 -1.89181 0.04726 -1.52 1.60 -0.50 0.150
S -1.55425 1.00390 -0.35317 -1.37 -0.92 0.39 0.272
H 1.23160 1.50933 -0.00643 1.89 0.46 -0.64 0.440
H 1.78087 -1.12347 -0.34936 -0.36 0.11 -0.46 0.335
```
Forces are in eV/Å.

Summary:
Orbital gap (alpha / beta)   0.2693 / 0.2947 Eh
Charge   0
Calculated total energy   -25762.8461 eV
Energy relative to the best compared isomer or geometry (same formula, charge and spin)   25.7 kcal/mol
2S+1   3

# 6
# C2H2NPS

The molecule C2H2NPS in a non-equilibrium geometry (wB97M-V/def2-TZVPD, OMol25).

XYZ file:
```
7
Properties=species:S:1:pos:R:3:forces:R:3:mulliken_charge:R:1
C -0.02626 0.46928 -0.03350 -0.66 -0.94 0.05 0.103
C 0.92772 -0.58467 0.00669 2.25 -0.07 0.39 -0.276
N -1.35771 0.34751 -0.02565 0.21 1.66 -0.02 -0.050
P -2.86097 0.72000 -0.00158 1.94 -0.96 -0.04 -0.019
S 0.77734 -2.22234 -0.00494 -0.30 0.67 -0.03 -0.259
H 0.50360 1.41588 -0.04852 -1.01 0.53 -0.01 0.312
H 2.03627 -0.14566 0.10751 -2.43 -0.89 -0.33 0.189
```
Forces are in eV/Å.

Summary:
Orbital gap (alpha / beta)   0.2389 / 0.2351 Eh
Charge   0
Calculated total energy   -23717.7391 eV
Energy relative to the best compared isomer or geometry (same formula, charge and spin)   60.2 kcal/mol

# 7
# C2H2O

A cluster of 2 separate species, C2H2O in total in a non-equilibrium geometry (wB97M-V/def2-TZVPD, OMol25).

XYZ file:
```
5
Properties=species:S:1:pos:R:3:forces:R:3:mulliken_charge:R:1
C -0.35938 0.58861 0.31495 -0.48 1.61 1.46 -0.144
C 0.06625 -0.52479 -0.05139 0.32 -6.80 -1.63 -0.058
O 0.57237 0.54436 -0.83472 1.09 -0.43 -1.63 -0.392
H -0.37896 1.48210 0.87249 -0.82 0.29 0.78 0.293
H 0.09972 -2.09029 -0.30133 -0.11 5.33 1.02 0.301
```
Forces are in eV/Å.

Summary:
Orbital gap   0.3054 Eh
Charge   0
Calculated total energy   -4146.9043 eV
Energy relative to the best compared isomer or geometry (same formula, charge and spin)   130.0 kcal/mol

# 8
# C2H2O

A cluster of 2 separate species, C2H2O in total in a non-equilibrium geometry (wB97M-V/def2-TZVPD, OMol25).

XYZ file:
```
5
Properties=species:S:1:pos:R:3:forces:R:3:mulliken_charge:R:1
C 0.37837 -0.08307 -0.00652 -0.08 0.32 0.35 -0.898
C -0.95601 -0.03151 0.04841 0.17 0.85 -0.61 0.786
O -2.11469 0.06070 -0.03119 0.20 -0.93 0.28 -0.308
H 0.81188 0.90618 0.02713 0.30 0.04 0.03 0.287
H 1.88045 -0.85229 -0.03783 -0.58 -0.28 -0.06 0.133
```
Forces are in eV/Å.

Summary:
Orbital gap (alpha / beta)   0.2804 / 0.3265 Eh
Charge   0
Calculated total energy   -4147.5780 eV
Energy relative to the best compared isomer or geometry (same formula, charge and spin)   24.7 kcal/mol
2S+1   3

# 9
# C2H2O2

The molecule C2H2O2 in a non-equilibrium geometry (wB97M-V/def2-TZVPD, OMol25).

XYZ file:
```
6
Properties=species:S:1:pos:R:3:forces:R:3:mulliken_charge:R:1
C 0.49816 1.27657 0.45077 -0.08 -1.29 3.18 0.316
C -0.42423 -1.05104 -0.05016 -1.32 3.21 0.28 -0.396
O 1.19842 2.19179 0.29597 0.29 0.76 -1.59 -0.309
O -0.22618 0.38614 -0.11960 -0.71 -1.71 -1.65 -0.161
H 0.44383 -1.56333 -0.33053 0.83 -0.84 -0.29 0.284
H -1.49001 -1.24014 -0.24644 0.99 -0.13 0.08 0.265
```
Forces are in eV/Å.

Summary:
Orbital gap (alpha / beta)   0.2566 / 0.3398 Eh
Charge   0
Calculated total energy   -6196.6001 eV
Energy relative to the best compared isomer or geometry (same formula, charge and spin)   79.7 kcal/mol

# 10
# C2H2O2

The molecule C2H2O2 in a non-equilibrium geometry (wB97M-V/def2-TZVPD, OMol25).

XYZ file:
```
6
Properties=species:S:1:pos:R:3:forces:R:3:mulliken_charge:R:1
C -0.64690 -0.15534 -0.09585 -3.94 -3.31 -0.33 0.192
C 0.74698 -0.01545 0.12985 5.69 2.58 3.95 0.117
H -1.22262 -0.19027 0.88042 0.31 1.00 -0.66 0.261
H 1.55615 -0.92704 -0.19265 -2.13 2.63 0.48 0.258
O -1.18853 -0.65520 -1.06720 0.86 1.19 0.41 -0.405
O 1.07177 0.92296 0.95573 -0.80 -4.10 -3.85 -0.423
```
Forces are in eV/Å.

Summary:
Orbital gap   0.3410 Eh
Charge   0
Calculated total energy   -6198.8768 eV
Energy relative to the best compared isomer or geometry (same formula, charge and spin)   27.2 kcal/mol
SMILES   O=CC=O